Record 1
ORCA calculation (the ωB97M-V functional and the def2-TZVPD basis) on a molecular structure, C36H33InO3Te.

Output
- electronic energy (a.u.) = -2075.411574
- E_LUMO (eV) = -0.088
- largest force on an atom (eV Å⁻¹) = 1.0
- Kohn-Sham gap (eV) = 6.7
- HOMO energy (Ha) = -0.2511

Geometry as XYZ:
```
74
Properties=species:S:1:pos:R:3:forces:R:3
In -0.8372 0.7045 -0.1583 -0.0631 -0.0258 0.0960
O -1.4816 -0.8492 1.5004 0.1382 0.0014 -0.1046
C -2.8337 -1.3403 1.2986 -0.2117 0.1507 -0.3564
C -3.1767 -1.1810 -0.2292 -0.1979 -0.2274 0.4782
O -4.1944 -1.6753 -0.6484 -0.2044 -0.2096 0.2020
O -2.3477 -0.5102 -0.9461 0.8549 0.5479 -0.2371
C -2.8847 -2.8080 1.6331 -0.0876 -0.1326 0.0857
C -1.7735 -3.6000 1.3941 0.1757 0.0583 -0.0158
C -1.8152 -4.9567 1.6490 0.0795 -0.0980 -0.0170
C -2.9704 -5.5375 2.1368 -0.0474 -0.1039 0.0345
C -4.0887 -4.7547 2.3630 -0.0807 0.0186 0.0148
C -4.0498 -3.3948 2.1098 0.0498 -0.0080 -0.0427
C -3.7601 -0.4966 2.1521 0.0505 0.0033 -0.0143
C -4.7106 0.3522 1.6107 0.0571 -0.0256 -0.0639
C -5.4722 1.1575 2.4392 -0.0678 0.0760 -0.0267
C -5.2915 1.1264 3.8073 -0.0421 0.0175 0.0707
C -4.3501 0.2729 4.3574 0.0363 -0.0004 0.0623
C -3.5926 -0.5365 3.5346 -0.0132 -0.0308 -0.0752
H -1.3649 -0.6163 2.4332 -0.0636 0.0678 -0.1468
H -0.8665 -3.1542 1.0091 -0.0065 -0.0001 0.0089
H -0.9424 -5.5607 1.4612 0.1364 -0.1063 -0.0263
H -3.0010 -6.5973 2.3351 -0.0092 -0.1326 0.0295
H -4.9986 -5.2021 2.7346 -0.0746 -0.0423 0.0293
H -4.9290 -2.7923 2.2736 -0.0908 0.0855 0.0123
H -4.8735 0.3766 0.5447 -0.0152 0.0018 -0.1091
H -6.2090 1.8139 2.0064 -0.1199 0.1079 -0.0603
H -5.8867 1.7582 4.4458 -0.0898 0.0996 0.1041
H -4.2103 0.2329 5.4258 0.0129 -0.0029 0.1447
H -2.8842 -1.2265 3.9746 0.0849 -0.0857 0.0385
Te 1.2132 -1.6908 -0.8118 0.2346 -0.1069 -0.2795
C 0.9148 -1.1106 -2.8295 0.0772 0.0936 0.2184
C 0.5353 -2.0525 -3.7705 -0.0688 -0.3512 0.1313
C 0.3380 -1.6771 -5.0876 -0.0446 -0.1537 -0.0828
C 0.5257 -0.3626 -5.4684 -0.0009 0.0877 -0.1232
C 0.9054 0.5821 -4.5325 0.0126 0.0117 0.1168
C 1.0941 0.2144 -3.2096 0.0499 0.0547 0.0999
C 3.3444 -1.6090 -0.8634 -0.2027 -0.0011 0.0184
C 4.0702 -2.7928 -0.8610 -0.2656 -0.1306 0.0559
C 5.4531 -2.7621 -0.9209 0.0208 -0.1493 0.0035
C 6.1161 -1.5526 -0.9907 0.1543 0.0390 -0.0141
C 5.3976 -0.3713 -0.9971 0.0461 0.1046 0.0089
C 4.0166 -0.3992 -0.9281 -0.2678 0.1960 -0.0072
H 0.3875 -3.0836 -3.4742 0.0011 0.0074 -0.0210
H 0.0369 -2.4156 -5.8170 -0.0166 -0.0446 -0.0206
H 0.3722 -0.0734 -6.4967 -0.0167 0.0417 -0.1082
H 1.0485 1.6100 -4.8200 0.0322 0.1929 -0.0522
H 1.3820 0.9668 -2.4862 0.0381 0.0776 0.0757
H 3.5554 -3.7402 -0.8138 -0.0475 -0.1263 -0.0047
H 6.0119 -3.6868 -0.9179 0.0106 -0.0683 0.0008
H 7.1937 -1.5301 -1.0419 0.1210 0.0042 -0.0025
H 5.9140 0.5760 -1.0502 0.0168 0.0900 -0.0123
H 3.4581 0.5238 -0.9335 -0.0255 0.1389 -0.0011
C 1.5743 2.0821 1.9386 0.1001 -0.0593 0.1297
C 0.8535 3.0459 1.0078 0.0333 -0.1356 0.1939
C 0.6780 4.3868 1.7387 -0.0689 0.0376 0.0608
C -0.5480 2.5313 0.7742 -0.3919 0.0158 -0.3094
C 1.6668 3.3258 -0.2406 0.0959 0.0996 -0.2645
C 1.0867 3.9720 -1.3338 -0.0590 -0.0649 0.0958
C 1.8164 4.2650 -2.4659 -0.0278 0.0616 -0.1185
C 3.1572 3.9208 -2.5420 0.0602 -0.0383 -0.0760
C 3.7521 3.2938 -1.4663 0.0715 0.0313 -0.0995
C 3.0166 3.0103 -0.3265 0.0171 -0.0196 0.1652
H 0.9263 1.8727 2.7845 -0.0668 -0.0132 0.1295
H 2.5078 2.4937 2.3173 0.1138 -0.0170 0.0791
H 1.7938 1.1352 1.4375 0.0406 -0.0593 -0.0436
H 0.0855 4.2364 2.6360 -0.0891 0.0134 0.1623
H 0.1656 5.1081 1.1054 -0.0546 0.0599 -0.0504
H 1.6446 4.8040 2.0149 0.1316 0.0449 0.0217
H -1.0886 3.2164 0.1094 -0.1371 0.0293 0.0621
H 0.0421 4.2435 -1.2997 -0.0789 0.0077 0.0095
H 1.3370 4.7657 -3.2952 -0.0277 0.0456 -0.0692
H 3.7284 4.1449 -3.4271 0.1070 0.0379 -0.1665
H 4.7971 3.0275 -1.5053 0.1619 -0.0219 -0.0154
H 3.5189 2.5506 0.5123 0.0194 -0.0681 -0.0120
```
Positions in Å, forces in eV/Å.

Record 2
ORCA calculation (the ωB97M-V functional and the def2-TZVPD basis) on a molecular structure, C36H33N4O2TeTi.

Output
- electronic energy (a.u.) = -2878.513466
- multiplicity = 3
- total charge = +1
- ΔE to the lowest compared entry with this formula, charge and spin (eV) = 0.1319
- E_LUMO (spin up / spin down) (eV) = -2.861 / -3.035
- largest force on an atom (eV Å⁻¹) = 0.3
- Kohn-Sham gap (spin up / spin down) (eV) = 5.9 / 7.9
- HOMO energy (spin up / spin down) (Ha) = -0.3215 / -0.4006

Geometry as XYZ:
```
77
Properties=species:S:1:pos:R:3:forces:R:3
Ti 0.0503 -0.7152 -0.4080 -0.1442 -0.0237 0.2501
C 2.2984 -0.0594 -4.2529 -0.0281 0.0096 0.0270
O 1.6381 -1.3613 -4.2913 0.0096 0.0486 -0.0160
C 0.9522 -1.4485 -3.1615 0.0765 0.0282 -0.0667
N 1.1143 -0.5243 -2.2808 -0.0074 -0.0058 -0.1094
C 2.0949 0.4403 -2.8055 0.0488 -0.0154 0.0339
C 1.5984 1.8593 -2.6867 -0.0433 0.0000 -0.0390
C 0.3536 2.2096 -3.2044 0.0136 -0.0003 0.0025
C -0.1236 3.5027 -3.0689 0.0007 -0.0082 0.0047
C 0.6456 4.4605 -2.4177 0.0065 -0.0028 0.0012
C 1.8877 4.1182 -1.9058 -0.0034 -0.0019 -0.0026
C 2.3602 2.8186 -2.0369 0.0211 0.0101 0.0036
C 0.0058 -2.5179 -2.8828 -0.0460 -0.0668 -0.0124
C -0.2565 -3.6192 -3.6442 -0.0019 0.0107 0.0226
C -1.2282 -4.5392 -3.1816 -0.0170 -0.0414 -0.0198
C -1.8936 -4.2934 -2.0008 0.0153 0.0047 -0.0413
C -1.5882 -3.1405 -1.2748 0.0468 -0.0241 -0.0743
N -0.6280 -2.2559 -1.7062 -0.0223 -0.0089 0.0389
C -2.1848 -2.6597 -0.0803 -0.1139 0.0670 0.1204
N -1.7461 -1.5377 0.4344 0.0007 0.0253 -0.0519
C -2.7225 -1.1317 1.4505 -0.0192 -0.0030 -0.0016
C -3.3941 -2.4706 1.7718 0.0189 -0.0083 0.0214
O -3.2218 -3.2328 0.5434 -0.0011 -0.0327 0.0100
C -2.1252 -0.3810 2.6098 0.0089 0.0134 0.0063
C -0.7706 -0.4602 2.9044 0.0029 0.0046 0.0365
C -0.2268 0.2831 3.9436 -0.0066 -0.0065 -0.0022
C -1.0428 1.0984 4.7121 -0.0106 -0.0008 -0.0077
C -2.4018 1.1754 4.4305 0.0084 0.0003 -0.0010
C -2.9371 0.4477 3.3794 0.0102 0.0101 0.0009
H 1.8031 0.5805 -4.9808 -0.0100 -0.0081 -0.0312
H 3.3381 -0.2004 -4.5301 0.0142 -0.0271 0.0054
H 3.0112 0.3400 -2.2207 0.0244 0.0199 0.0036
H -0.2557 1.4627 -3.7039 0.0103 0.0012 0.0027
H -1.0933 3.7663 -3.4717 0.0044 0.0006 -0.0004
H 0.2760 5.4727 -2.3146 0.0034 -0.0042 -0.0003
H 2.4895 4.8593 -1.3959 -0.0037 -0.0022 -0.0012
H 3.3178 2.5441 -1.6079 -0.0140 0.0064 -0.0046
H 0.2701 -3.7730 -4.5756 -0.0063 -0.0025 0.0004
H -1.4527 -5.4232 -3.7607 0.0023 0.0073 0.0047
H -2.6557 -4.9672 -1.6327 0.0050 -0.0031 -0.0001
H -3.4562 -0.4737 0.9682 -0.0088 0.0153 0.0005
H -4.4564 -2.4051 1.9837 -0.0113 -0.0084 -0.0139
H -2.8812 -2.9956 2.5801 0.0116 -0.0210 -0.0048
H -0.1196 -1.0947 2.3126 0.0016 -0.0040 -0.0112
H 0.8372 0.2323 4.1398 -0.0111 0.0027 0.0008
H -0.6234 1.6780 5.5239 -0.0023 -0.0036 -0.0054
H -3.0427 1.8146 5.0239 0.0046 -0.0053 -0.0051
H -3.9927 0.5353 3.1445 0.0100 -0.0029 0.0040
C -2.9855 2.4777 -0.5718 -0.0100 0.0151 0.0008
C -2.4277 3.4732 0.2221 -0.0024 0.0042 0.0066
C -1.1522 3.3086 0.7225 -0.0122 0.0460 -0.0144
C -0.4376 2.1509 0.4262 0.0710 -0.0725 0.0120
N -1.0028 1.1795 -0.3161 -0.0495 0.0498 -0.0315
C -2.2380 1.3446 -0.8026 0.0152 0.0011 0.0039
C 0.9502 1.8746 0.8586 -0.0616 0.0190 -0.0490
C 1.7228 2.8524 1.4786 -0.0099 0.0076 0.0115
C 3.0513 2.5985 1.7808 -0.0031 0.0295 0.0110
C 3.6054 1.3702 1.4509 -0.0124 -0.0365 -0.0139
C 2.8155 0.3963 0.8484 0.0178 0.0134 0.0226
C 1.4688 0.6042 0.5425 0.1429 -0.0104 0.0489
H -3.9764 2.5730 -0.9920 0.0056 -0.0020 0.0032
H -2.9872 4.3722 0.4465 0.0049 -0.0067 -0.0023
H -0.7089 4.0740 1.3416 -0.0029 -0.0025 -0.0026
H -2.6291 0.5237 -1.3933 -0.0038 -0.0064 -0.0111
H 1.3091 3.8253 1.7124 0.0131 0.0006 0.0012
H 3.6542 3.3597 2.2591 -0.0079 -0.0020 -0.0046
H 4.6483 1.1711 1.6668 -0.0027 0.0036 -0.0010
H 3.2800 -0.5538 0.6066 0.0035 0.0037 -0.0065
C 3.2641 -2.9816 1.6926 -0.0325 0.0430 0.0340
Te 1.4971 -3.2029 0.5216 0.1448 -0.0360 0.0266
C 0.3397 -3.8983 2.1708 -0.0172 0.0195 -0.0130
H 3.1209 -2.2091 2.4440 -0.0086 0.0007 -0.0187
H 4.0867 -2.7096 1.0356 -0.0238 -0.0084 -0.0163
H 3.4830 -3.9379 2.1610 -0.0323 -0.0064 -0.0171
H 0.7115 -4.8741 2.4706 0.0167 0.0031 -0.0251
H -0.6951 -3.9864 1.8491 0.0055 -0.0174 -0.0232
H 0.4105 -3.1943 2.9960 0.0032 0.0044 -0.0102
```
Positions in Å, forces in eV/Å.

Record 3
ORCA calculation (the ωB97M-V functional and the def2-TZVPD basis) on a molecular structure, C36H34B2ClF4N7O6P2Se2Ti.

Output
- electronic energy (a.u.) = -9471.740977
- ΔE to the lowest compared entry with this formula, charge and spin (eV) = 1.3933
- E_LUMO (eV) = -2.026
- largest force on an atom (eV Å⁻¹) = 0.9
- Kohn-Sham gap (eV) = 6.1
- HOMO energy (Ha) = -0.2969

Geometry as XYZ:
```
95
Properties=species:S:1:pos:R:3:forces:R:3
Ti -1.3936 -0.9992 -2.3653 0.7227 -0.4303 0.2996
C -3.0200 2.8541 -3.3669 0.0022 0.0315 -0.0041
C -2.2651 1.5926 -3.1604 -0.0043 0.0134 -0.0043
N -2.5763 0.7023 -2.2857 -0.0084 -0.0112 0.0194
O -3.5202 0.9274 -1.3680 -0.0225 0.0152 0.0325
B -4.0017 -0.2847 -0.5735 0.0210 0.0066 -0.0041
F -4.8494 0.2093 0.3628 -0.0078 -0.0124 -0.0189
F -4.5606 -1.1921 -1.4587 -0.0130 -0.0074 -0.0017
O -2.9091 -1.0253 0.2255 0.0007 0.0095 0.0442
N -1.9564 -1.6390 -0.4949 -0.1320 -0.0145 -0.0406
C -1.4568 -2.7626 -0.1104 -0.0524 -0.0917 -0.0742
C -1.9359 -3.4499 1.1166 0.0497 0.0673 0.0655
C -0.3833 -3.3269 -1.0049 -0.2319 -0.1369 -0.1022
N -0.2569 -2.6629 -2.0884 -0.1722 -0.0480 -0.0552
O 0.7555 -2.7694 -2.9604 0.0204 0.0341 0.0133
B 0.6285 -1.9701 -4.2995 -0.0298 -0.0240 -0.0149
F 1.7545 -2.2703 -4.9760 0.0040 0.0019 -0.0003
F -0.5813 -2.3391 -4.8569 0.0207 -0.0028 -0.0096
O 0.6014 -0.4060 -4.2344 -0.0186 -0.0109 0.0238
N -0.5596 0.1069 -3.7786 -0.1561 0.0144 0.0139
C -1.0283 1.2829 -3.9737 -0.0462 0.0017 -0.0432
C -0.4056 2.2954 -4.8576 0.0058 0.0047 0.0054
C 0.3981 -4.5390 -0.6575 0.1986 0.1386 0.0942
H -3.8764 2.8796 -2.6995 0.0022 0.0049 -0.0003
H -3.3605 2.9018 -4.4034 -0.0115 0.0021 -0.0065
H -2.3866 3.7170 -3.1601 -0.0196 -0.0389 -0.0090
H -1.7877 -2.8030 1.9836 0.0083 0.0014 0.0002
H -1.4209 -4.3925 1.2763 -0.0041 -0.0026 -0.0035
H -3.0107 -3.6198 1.0269 0.0027 0.0036 0.0060
H 0.5230 1.9098 -5.2690 -0.0029 -0.0038 -0.0060
H -0.2100 3.2026 -4.2833 0.0105 -0.0055 0.0068
H -1.0898 2.5464 -5.6704 -0.0046 0.0106 0.0096
H 0.8013 -4.4682 0.3530 0.0317 0.0141 0.0245
H 1.2168 -4.6591 -1.3623 -0.0068 -0.0040 -0.0062
H -0.2532 -5.4144 -0.7113 0.0042 -0.0033 0.0109
Se 1.1150 0.1944 3.9594 -0.0122 0.0069 0.0174
P 2.0875 -0.2882 2.1649 0.0492 -0.0062 -0.0369
C 3.6808 0.5401 1.9130 -0.0076 0.0046 0.0489
C 4.1411 0.8686 0.6412 -0.0315 0.0375 0.0014
C 5.3771 1.4812 0.4904 0.0011 0.0004 -0.0057
C 6.1568 1.7555 1.6051 -0.0029 -0.0083 -0.0021
C 5.7002 1.4219 2.8735 0.0071 -0.0021 0.0005
C 4.4627 0.8185 3.0297 -0.0183 0.0388 -0.0052
C 2.4862 -2.0656 2.0351 0.0225 0.0215 0.0048
C 1.8512 -2.9657 2.8822 -0.0311 -0.0154 -0.0101
C 2.1845 -4.3143 2.8443 -0.0030 0.0140 0.0028
C 3.1621 -4.7635 1.9693 -0.0014 0.0108 -0.0212
C 3.7966 -3.8661 1.1182 -0.0212 -0.0143 -0.0092
C 3.4594 -2.5230 1.1475 -0.0322 0.0118 -0.0074
C 1.1419 0.0510 0.6565 -0.1896 -0.1866 0.0197
C 0.2537 1.0604 0.2229 0.1840 0.0989 -0.0197
N -0.1599 0.6800 -0.9881 0.0745 0.1612 -0.0023
N 0.4267 -0.4542 -1.2768 -0.3621 -0.0861 0.0458
N 1.1850 -0.8936 -0.2991 0.0869 0.1217 -0.0956
P -0.3543 2.7022 0.7148 0.0433 0.0601 -0.0087
Se -0.4230 3.9711 -0.9764 0.0137 0.0172 0.0175
C -1.9405 2.4155 1.5196 0.0049 0.0035 0.0080
C -2.1133 1.3131 2.3530 -0.0314 0.0120 -0.0180
C -3.3173 1.1349 3.0133 -0.0053 0.0150 -0.0016
C -4.3474 2.0479 2.8377 0.0137 0.0129 0.0152
C -4.1782 3.1402 1.9998 0.0088 0.0062 0.0128
C -2.9741 3.3280 1.3385 -0.0320 -0.0182 -0.0186
C 0.7810 3.3322 1.9659 -0.0307 -0.0257 0.0141
C 2.1058 3.5493 1.5989 0.0270 -0.0225 0.0105
C 3.0072 4.0465 2.5239 0.0083 0.0004 0.0061
C 2.5794 4.3557 3.8085 -0.0109 0.0036 -0.0019
C 1.2521 4.1693 4.1653 0.0130 0.0022 0.0054
C 0.3504 3.6530 3.2473 -0.0037 -0.0336 0.0234
H 3.5338 0.6630 -0.2321 -0.0100 -0.0060 -0.0085
H 5.7275 1.7460 -0.4988 0.0026 -0.0040 0.0010
H 7.1213 2.2322 1.4854 -0.0043 0.0065 -0.0013
H 6.3045 1.6424 3.7439 0.0013 -0.0036 -0.0021
H 4.0815 0.5874 4.0171 0.0045 -0.0084 -0.0020
H 1.1163 -2.5976 3.5878 0.0075 -0.0007 0.0050
H 1.6928 -5.0077 3.5149 0.0039 0.0000 0.0025
H 3.4354 -5.8109 1.9520 -0.0012 0.0005 -0.0018
H 4.5582 -4.2124 0.4318 -0.0001 -0.0012 0.0023
H 3.9565 -1.8329 0.4788 0.0090 -0.0023 0.0088
H -1.3098 0.6019 2.4942 0.0147 -0.0118 0.0036
H -3.4561 0.2726 3.6522 -0.0008 -0.0015 0.0055
H -5.2922 1.8980 3.3439 -0.0026 -0.0048 -0.0083
H -4.9878 3.8428 1.8519 -0.0001 -0.0023 0.0014
H -2.8318 4.1669 0.6685 0.0031 0.0019 0.0101
H 2.4270 3.3361 0.5869 0.0098 -0.0051 -0.0310
H 4.0415 4.1941 2.2410 0.0050 0.0002 -0.0021
H 3.2830 4.7480 4.5318 -0.0005 -0.0011 0.0010
H 0.9187 4.4129 5.1656 0.0000 0.0018 -0.0010
H -0.6782 3.4804 3.5368 0.0060 0.0134 -0.0115
Cl -4.0185 -4.5294 -3.5023 0.0030 -0.0021 -0.0015
C -4.4637 -3.0508 -4.3742 -0.0073 0.0029 0.0238
C -3.5195 -1.8855 -4.1797 -0.0827 0.0156 0.0471
O -3.5857 -0.9070 -4.8723 0.0010 -0.0206 -0.0190
O -2.6547 -2.0145 -3.1743 0.1489 0.2617 -0.2853
H -5.4454 -2.7337 -4.0277 0.0037 -0.0008 0.0085
H -4.5144 -3.2732 -5.4358 -0.0062 0.0023 -0.0003
```
Positions in Å, forces in eV/Å.